Entry P
Computed, not measured: a single C3H3N molecule, with the ωB97M-V functional and the def2-TZVPD basis.

Calculated values
E_LUMO (alpha / beta) (eV): 0.164 / -0.492
Multiplicity: 1
Gap between HOMO and LUMO (alpha / beta) (eV): 8.803 / 6.728

CARTESIAN COORDINATES (ANGSTROEM)
C  0.16  -0.40  0.89
C  1.39  -0.47  0.32
C  -0.96  0.07  0.07
N  -1.38  0.78  -0.81
H  -0.05  -0.66  1.90
H  1.82  -0.52  -0.69
H  -0.98  1.20  -1.67

---

Entry Q
Computed, not measured: a single C3H3N molecule, with the ωB97M-V functional and the def2-TZVPD basis.

Calculated values
Structure (SMILES): C=CC#N
E_LUMO (eV): 0.020
Multiplicity: 1
Gap between HOMO and LUMO (eV): 10.539

CARTESIAN COORDINATES (ANGSTROEM)
C  0.87  0.72  -0.01
C  -0.11  -0.21  0.32
C  -1.15  -0.89  -0.38
N  -2.04  -1.27  -0.97
H  1.52  1.07  0.74
H  0.92  1.29  -0.94
H  -0.01  -0.71  1.25

---

From most stable to least stable, the computed energies give entry Q, entry P.